Entry 1:
The following is a DFT calculation (the ωB97M-V functional and the def2-TZVPD basis) of 2 unconnected molecules or ions with the total composition C7H17OPSi at a distorted geometry.

CARTESIAN COORDINATES (ANGSTROEM)
C: -3.64 1.17 -0.74
C: -2.49 0.39 -0.23
O: -2.85 -0.88 0.16
P: -0.89 0.93 -0.42
Si: 0.32 -1.03 -0.02
C: 0.43 -1.67 -1.73
C: -0.60 -2.30 1.03
C: 2.01 -0.76 0.99
H: -3.81 2.14 -0.20
H: -4.50 0.45 -0.74
H: -3.38 1.50 -1.86
H: -2.09 -1.53 -0.03
H: 1.01 -1.02 -2.44
H: 0.95 -2.61 -1.72
H: -0.56 -1.71 -2.13
H: 0.07 -3.10 1.19
H: -0.86 -1.85 1.95
H: -1.51 -2.92 0.70
H: 1.65 -0.61 2.00
H: 2.38 -1.76 1.10
H: 2.75 -0.03 0.56
C: 3.20 2.92 0.50
C: 1.93 2.76 0.43
H: 3.89 3.33 1.40
H: 3.82 2.68 -0.43
H: 1.28 3.11 1.19
H: 1.48 2.42 -0.51

Calculated values
Gap between HOMO and LUMO ... 8.6672 eV
Electronic energy ... -26746.095 eV
HOMO energy ... -8.10 eV
ΔE to the lowest compared entry with this formula, charge and spin ... 2.026 eV
LUMO ... 0.57 eV

Entry 2:
The following is a DFT calculation (the ωB97M-V functional and the def2-TZVPD basis) of a molecular structure, C7H18B3ClIO7P at a distorted geometry.

CARTESIAN COORDINATES (ANGSTROEM)
C: 2.67 -4.08 2.81
C: 2.52 -3.43 1.38
C: 3.91 -3.20 0.69
C: 4.13 -4.03 -0.63
B: 4.07 -1.65 0.37
O: 4.90 -0.79 1.16
B: 3.94 0.00 1.86
Cl: 3.95 -0.08 3.66
O: 3.04 0.74 1.08
B: 2.52 -0.07 0.03
I: 0.40 -0.06 -0.52
O: 3.36 -0.97 -0.68
H: 1.71 -4.05 3.34
H: 3.06 -5.11 2.69
H: 3.43 -3.48 3.35
H: 1.95 -2.48 1.54
H: 1.88 -4.06 0.73
H: 4.68 -3.49 1.43
H: 3.25 -4.67 -0.84
H: 5.05 -4.63 -0.51
H: 4.22 -3.33 -1.48
C: -6.04 2.00 -0.92
O: -5.01 2.72 -1.61
P: -3.55 2.71 -0.95
O: -3.06 1.37 -0.58
O: -3.66 3.73 0.26
C: -4.24 5.02 0.03
O: -2.68 3.49 -2.02
C: -2.18 2.73 -3.13
H: -7.00 2.44 -1.18
H: -6.02 0.96 -1.24
H: -5.91 2.05 0.16
H: -5.30 4.99 0.27
H: -4.11 5.35 -1.00
H: -3.75 5.74 0.69
H: -1.97 3.41 -3.95
H: -2.91 1.99 -3.46
H: -1.25 2.23 -2.84

Calculated values
Gap between HOMO and LUMO ... 10.0708 eV
Electronic energy ... -53835.033 eV
HOMO energy ... -9.57 eV
LUMO ... 0.50 eV

Entry 3:
The following is a DFT calculation (the ωB97M-V functional and the def2-TZVPD basis) of a molecular structure, C7H18CuF3N6O5 at a distorted geometry.

CARTESIAN COORDINATES (ANGSTROEM)
Cu: 17.88 26.98 21.46
C: 18.20 29.07 22.61
O: 17.77 27.75 23.01
O: 18.15 29.05 21.21
C: 17.45 30.30 23.35
F: 17.63 31.43 22.59
F: 16.17 30.24 23.68
F: 18.11 30.55 24.42
C: 17.28 27.46 24.32
C: 16.56 26.12 24.23
H: 15.98 25.89 25.13
H: 15.89 25.98 23.38
H: 17.17 25.27 23.92
H: 16.61 28.13 24.86
H: 18.17 27.23 24.91
H: 19.24 29.07 22.92
C: 20.30 27.72 20.47
O: 19.25 27.15 20.23
N: 21.56 27.32 20.44
N: 20.35 28.89 20.97
H: 21.71 26.59 19.75
H: 22.27 28.03 20.50
H: 19.42 29.24 21.10
H: 21.12 29.43 21.34
C: 15.53 27.08 20.01
O: 16.41 26.46 20.57
N: 14.73 26.57 19.15
N: 15.10 28.18 20.41
H: 14.98 25.63 18.87
H: 14.00 27.11 18.70
H: 15.65 28.65 21.11
H: 14.43 28.75 19.91
C: 17.99 24.33 21.58
O: 18.32 25.50 21.51
N: 17.83 23.67 22.73
N: 17.69 23.58 20.60
H: 18.09 24.07 23.62
H: 17.39 22.76 22.72
H: 17.88 23.84 19.64
H: 17.61 22.62 20.88

Calculated values
Gap between HOMO and LUMO ... 5.3747 eV
Electronic energy ... -79514.877 eV
HOMO energy ... -4.82 eV
ΔE to the lowest compared entry with this formula, charge and spin ... 9.045 eV
LUMO ... 0.56 eV

Entry 4:
The following is a DFT calculation (the ωB97M-V functional and the def2-TZVPD basis) of a molecular structure, C7H18CuF3N6O5 at a distorted geometry.

CARTESIAN COORDINATES (ANGSTROEM)
Cu: -0.47 -0.49 -0.75
C: -1.85 2.84 -0.19
O: -2.31 2.37 1.07
O: -1.00 1.87 -0.73
C: -2.95 3.35 -1.22
F: -3.80 4.14 -0.68
F: -2.44 4.07 -2.30
F: -3.65 2.39 -1.78
C: -3.52 1.64 1.15
C: -3.62 0.76 2.44
H: -2.64 0.54 2.86
H: -4.17 1.28 3.23
H: -3.99 -0.23 2.20
H: -3.37 0.81 0.46
H: -4.42 2.16 0.83
H: -1.30 3.75 0.05
C: 2.27 -2.47 -1.79
O: 1.44 -1.63 -1.58
N: 2.76 -2.67 -2.98
N: 2.83 -3.21 -0.92
H: 3.63 -3.19 -2.95
H: 2.42 -1.94 -3.59
H: 2.74 -2.96 0.05
H: 3.42 -3.94 -1.29
C: 0.25 -2.86 1.91
O: -0.01 -2.14 0.92
N: -0.47 -3.79 2.32
N: 1.33 -2.71 2.67
H: -1.36 -3.78 1.84
H: -0.27 -4.33 3.14
H: 1.95 -1.92 2.52
H: 1.52 -3.42 3.36
C: 3.05 1.68 -1.45
O: 3.96 1.05 -1.92
N: 1.76 1.25 -1.55
N: 3.21 2.88 -0.84
H: 1.54 0.50 -2.19
H: 0.95 1.62 -1.08
H: 2.44 3.41 -0.46
H: 4.13 3.31 -0.78

Calculated values
Gap between HOMO and LUMO ... 7.7287 eV
Electronic energy ... -79520.960 eV
HOMO energy ... -7.85 eV
ΔE to the lowest compared entry with this formula, charge and spin ... 2.962 eV
LUMO ... -0.12 eV

Entry 5:
The following is a DFT calculation (the ωB97M-V functional and the def2-TZVPD basis) of a single C7H18N4O2 molecule at a distorted geometry.

CARTESIAN COORDINATES (ANGSTROEM)
C: 3.58 -1.16 0.82
N: 3.69 0.25 0.59
C: 2.71 0.84 -0.28
N: 2.88 2.27 -0.37
N: 1.37 0.53 0.07
C: 0.61 -0.52 -0.66
C: -0.60 -0.99 0.12
C: -1.79 0.02 -0.01
C: -3.18 -0.44 0.41
N: -3.88 -1.45 -0.39
C: -4.06 0.81 0.48
O: -4.25 1.48 1.45
O: -4.56 1.18 -0.70
H: 3.58 -1.73 -0.13
H: 4.44 -1.57 1.36
H: 2.61 -1.38 1.35
H: 4.64 0.54 0.37
H: 2.93 0.41 -1.23
H: 3.73 2.44 -0.92
H: 3.22 2.57 0.56
H: 0.83 1.41 0.03
H: 1.36 -1.35 -0.82
H: 0.34 -0.20 -1.71
H: -0.86 -1.96 -0.35
H: -0.37 -1.12 1.18
H: -1.87 0.36 -1.07
H: -1.55 0.89 0.62
H: -3.17 -0.71 1.49
H: -3.27 -2.29 -0.46
H: -4.08 -1.10 -1.31
H: -5.03 2.01 -0.50

Calculated values
Gap between HOMO and LUMO ... 9.3591 eV
Electronic energy ... -17606.114 eV
HOMO energy ... -8.55 eV
ΔE to the lowest compared entry with this formula, charge and spin ... 0.000 eV
LUMO ... 0.81 eV

Entry 6:
The following is a DFT calculation (the ωB97M-V functional and the def2-TZVPD basis) of a molecular structure, C7H18O at a distorted geometry.

CARTESIAN COORDINATES (ANGSTROEM)
C: 0.31 -0.82 1.27
C: 0.73 0.28 2.22
C: -0.33 -1.99 1.98
C: -1.31 -0.07 0.21
C: 1.33 -1.17 0.25
H: 1.15 -2.13 -0.24
H: 1.30 -0.40 -0.55
H: 1.16 1.12 1.68
H: 1.47 -0.09 2.94
H: -0.12 0.66 2.80
H: 0.36 -2.42 2.72
H: -0.61 -2.77 1.27
H: -1.24 -1.68 2.50
H: -1.46 0.75 0.90
H: -2.01 -0.85 0.54
H: -1.91 0.10 -0.70
H: 2.36 -1.11 0.62
C: 0.37 1.08 -1.88
C: -0.75 1.26 -2.88
O: 1.00 2.27 -1.44
H: 0.45 3.02 -1.71
H: 1.16 0.45 -2.31
H: -0.27 0.59 -0.80
H: -1.55 1.87 -2.46
H: -0.38 1.74 -3.80
H: -1.20 0.29 -3.14

Calculated values
Gap between HOMO and LUMO ... 8.9090 eV
Electronic energy ... -9594.251 eV
HOMO energy ... -8.07 eV
ΔE to the lowest compared entry with this formula, charge and spin ... 4.087 eV
LUMO ... 0.84 eV